(1)
ORCA calculation (wB97M-V/def2-TZVPD) on a cluster of 2 separate species, C8H9NO3S in total.

The lowest unoccupied orbital energy (spin up / spin down) comes out at -0.0235 / -0.0235 Eh. The calculation puts the HOMO energy (spin up / spin down) at -8.1 / -8.1 eV. The value obtained for the HOMO-LUMO gap (spin up / spin down) is 7.48 / 7.48 eV. Its SMILES is [O-]/[N+](O)=C(\O)c1ccccc1.C=S. Its relative energy (zero: lowest compared OMol25 entry of this formula, charge and spin) is 119.47 kcal/mol. The calculated total energy comes out at -988.708123 Eh.

Geometry as XYZ:
```
22
Properties=species:S:1:pos:R:3:forces:R:3
S -1.00161 -2.95823 -0.49028 0.31 -1.39 0.58
O -1.52551 2.15488 -1.05555 -1.20 0.98 -0.82
O -1.55088 0.05027 1.82749 0.40 -1.23 1.06
O -3.08243 1.65790 0.45577 0.57 -0.78 0.59
N -1.89976 1.35949 0.04864 -0.03 0.25 0.62
C 3.02851 -0.37474 0.03380 -2.33 0.02 -0.31
C 2.24800 -1.08535 0.96128 2.07 -1.45 -0.90
C -1.63219 -1.59376 -0.93015 -2.87 -0.39 0.23
C 0.90791 -0.92453 0.99538 -1.81 2.74 0.41
C 2.29680 0.52043 -0.79310 3.75 -1.68 1.20
C 0.25670 0.13526 0.28767 1.16 -1.09 0.75
C -1.05855 0.50980 0.71778 -1.70 3.02 -3.21
C 0.98286 0.77004 -0.69077 -1.17 2.00 -1.06
H 2.95416 1.04902 -1.42106 0.13 0.84 -1.29
H -1.14937 -0.94987 -1.55173 1.69 1.80 -1.72
H 0.62640 1.57643 -1.36698 -0.24 -0.81 0.86
H 4.07041 -0.60398 -0.14816 -0.02 0.29 0.21
H -2.66985 -1.24332 -0.77334 0.34 -0.53 0.42
H 2.69247 -1.92861 1.50572 -0.12 0.57 0.08
H 0.29410 -1.32295 1.76219 -0.19 -0.98 0.53
H -2.36179 2.79110 -1.30429 2.45 -2.73 1.65
H -2.42636 0.41070 1.92969 -1.22 0.54 0.11
```
Positions in Å, forces in eV/Å.

(2)
ORCA calculation (wB97M-V/def2-TZVPD) on a cluster of 2 separate species, C30H31Si in total.

The lowest unoccupied orbital energy comes out at -0.1853 Eh. The net charge is +1. The calculation puts the HOMO energy at -10.5 eV. The value obtained for the HOMO-LUMO gap is 5.45 eV. Its relative energy (zero: lowest compared OMol25 entry of this formula, charge and spin) is 11.62 kcal/mol. The calculated total energy comes out at -1450.982923 Eh.

Geometry as XYZ:
```
62
Properties=species:S:1:pos:R:3:forces:R:3
Si -2.22758 0.71051 10.66051 0.23 -0.21 1.15
C -6.00035 2.34822 6.83018 0.39 0.24 -0.04
C 2.13220 0.34192 5.27452 -0.17 -0.20 0.29
C -7.05520 -1.76884 13.38024 -0.35 -0.17 0.19
C 0.82592 4.39270 6.18214 0.35 0.70 0.20
C -5.12333 0.30096 10.85283 0.46 -0.28 0.48
C 1.78777 -0.71133 6.13482 -0.20 0.43 0.09
C -3.82293 0.19981 11.40967 -0.61 0.12 -0.65
C -5.20166 4.62469 6.47625 0.10 -0.48 0.10
C -4.66582 -1.11617 13.25649 0.33 0.26 -0.22
C 1.58079 1.60577 5.46466 -0.24 0.02 0.24
C -1.18778 -0.72053 10.10819 -0.04 0.70 -0.59
C -4.68762 1.93536 7.08989 -0.09 0.53 -0.12
C -1.40548 2.17539 11.45102 -0.09 0.11 -1.14
C -5.94277 -1.04994 12.69014 -0.08 0.08 -0.11
C 2.92709 5.53075 5.69519 -0.59 -0.01 -0.06
C 0.82862 6.48098 4.92564 0.21 -0.11 0.33
C 0.69590 1.86917 6.53624 0.06 -0.49 -0.67
C 2.22942 6.53609 5.00304 -0.09 -0.40 0.13
C -3.59786 -0.49186 12.62226 -0.25 0.11 -0.45
C 2.22264 4.46682 6.26848 0.02 0.36 -0.20
C -1.14146 3.41966 7.25405 0.99 -0.12 -0.57
C -6.25329 3.69742 6.52769 0.33 0.06 -0.01
C 0.08967 3.21926 6.70326 -0.85 0.16 0.48
C 0.39708 0.80687 7.41441 0.26 0.20 -0.11
C 0.12716 5.44550 5.55168 0.60 -0.32 -0.10
C -6.18600 -0.33159 11.50481 0.57 0.08 0.15
C -3.89254 4.20249 6.74951 -0.42 -0.13 -0.12
C 0.92264 -0.47238 7.21327 0.16 0.25 -0.34
C -2.21344 2.39464 7.36189 -0.42 0.12 -0.99
C -3.63376 2.86354 7.04477 0.07 0.11 -0.05
H -0.22990 1.01305 8.28827 0.25 -0.07 -0.41
H -1.63437 -1.23415 9.24192 0.12 0.00 0.41
H 2.83194 0.18282 4.45065 -0.29 -0.03 0.27
H -6.81256 1.61580 6.83060 0.26 0.32 0.05
H 2.75076 3.67029 6.78866 0.02 0.19 -0.13
H -2.23113 2.21087 8.39952 -0.30 -1.03 2.40
H -1.20991 1.82520 12.47416 0.01 0.15 -0.04
H -4.46248 0.88948 7.31251 -0.12 0.18 -0.11
H -2.58948 -0.54439 13.04311 -0.28 -0.09 0.04
H 4.01125 5.54971 5.77438 -0.20 0.11 -0.04
H 2.78079 7.34405 4.51379 -0.24 -0.29 0.18
H -1.37273 4.40347 7.68352 0.04 -0.27 -0.66
H -7.20586 -0.28128 11.10736 0.47 -0.01 0.13
H 0.66487 -1.28945 7.89046 0.12 0.24 -0.20
H -0.95942 5.39820 5.51359 0.23 0.02 -0.19
H -0.16128 -0.42332 9.85938 -0.26 -0.18 0.20
H -7.99367 -1.63969 12.83204 0.12 -0.11 0.22
H -1.99894 1.44020 6.85558 0.06 0.50 0.07
H -2.06317 3.05939 11.46634 0.22 -0.37 0.17
H 2.18632 -1.70883 5.97251 -0.01 0.18 0.03
H 0.27727 7.23930 4.36974 0.18 -0.13 0.20
H -3.06551 4.91354 6.71824 -0.41 -0.17 -0.09
H -7.26842 4.02954 6.31800 0.21 -0.12 0.03
H -6.83138 -2.84316 13.45784 -0.11 0.30 -0.04
H -5.26615 0.85987 9.92257 -0.10 -0.24 0.34
H -5.37016 5.67140 6.20733 -0.11 -0.42 0.16
H 1.83644 2.41036 4.77257 -0.12 -0.28 0.22
H -0.46599 2.42776 10.93575 -0.21 -0.05 0.35
H -7.18082 -1.38738 14.40420 -0.04 -0.11 -0.29
H -1.20771 -1.37148 10.99280 0.00 -0.10 -0.19
H -4.49889 -1.66282 14.19056 -0.14 0.21 -0.37
```
Positions in Å, forces in eV/Å.

(3)
ORCA calculation (wB97M-V/def2-TZVPD) on a structure of composition C18H45N3Na6O10P.

The lowest unoccupied orbital energy comes out at -0.3258 Eh. The net charge is +3. The calculation puts the HOMO energy at -16.3 eV. The value obtained for the HOMO-LUMO gap is 7.45 eV. Its relative energy (zero: lowest compared OMol25 entry of this formula, charge and spin) is 995.83 kcal/mol. The calculated total energy comes out at -2942.500236 Eh.

Geometry as XYZ:
```
83
Properties=species:S:1:pos:R:3:forces:R:3
P 0.97295 -0.21620 0.91473 -0.29 1.37 3.02
Na 0.67427 -2.23583 0.88332 5.69 -10.34 0.90
Na 1.87364 1.35666 1.61711 7.98 9.39 7.33
Na 2.78743 -0.83616 1.89170 8.72 -7.34 10.90
Na -0.82852 0.34372 0.30142 -1.54 -0.57 -2.87
Na 1.79854 -0.56733 -0.84250 8.76 -3.97 -12.69
Na -0.09481 -0.14150 2.93902 -7.85 5.65 8.08
O -5.29227 0.73193 0.60131 -0.05 -2.23 -0.89
O 0.93325 -1.16434 2.17704 5.65 0.33 -1.03
O 0.94903 -4.46068 2.18585 -0.59 0.45 -2.04
O 2.49890 0.02239 0.54948 -2.43 2.87 0.53
O 1.55280 2.82335 3.18607 -1.66 -1.62 0.24
O -1.28562 -3.32249 -2.67353 -0.31 0.33 -1.15
O 0.27168 -0.88304 -0.28991 9.54 7.87 11.26
O -0.10700 1.16616 -1.82654 1.50 0.20 1.39
O 3.52065 1.61487 -2.36283 0.10 -0.28 -2.45
O 0.22313 1.06164 1.26198 2.64 1.96 5.83
N -0.89651 -2.59945 0.25263 -9.43 -1.91 -0.10
N 2.20987 2.63921 0.14553 0.95 0.65 -0.34
N -2.33974 0.65391 -0.07277 -14.80 3.83 -3.75
C 2.00541 -5.38193 2.50135 -0.64 -0.43 0.76
C 3.79268 1.25188 -1.04922 3.40 3.26 -1.00
C -2.98729 0.74874 1.25200 -0.22 1.30 0.07
C -1.85773 -2.18616 -2.12843 -0.75 -0.18 2.62
C -0.26209 -3.85444 0.06866 0.72 -3.98 -2.28
C -0.09443 -4.91568 1.24082 0.36 1.68 0.44
C 1.41401 2.91404 4.58820 -0.23 -0.71 0.58
C 2.23903 3.78212 2.48343 1.12 1.23 -1.74
C -6.51022 1.38473 0.28070 0.08 0.55 -0.11
C -0.99643 -1.71401 -0.89081 -8.03 -5.93 -7.02
C 0.54929 0.23333 -2.67493 0.11 1.42 -0.84
C 4.70404 1.84414 -3.22386 0.09 -1.12 0.23
C -2.14843 -3.91048 -3.69327 1.08 -1.13 0.80
C -4.34606 1.45940 1.27129 -0.60 0.87 0.81
C 1.85189 3.80991 0.96783 -0.21 0.37 -1.01
C -2.14234 1.93636 -0.85148 0.23 -0.64 -1.17
C 3.62998 2.59700 -0.23042 -0.79 -1.02 0.57
C -1.37080 1.61080 -2.17542 -2.06 -0.92 -0.34
H 0.78595 3.99329 0.83275 -0.10 0.02 0.31
H 3.29756 3.53307 2.55837 0.44 0.45 0.05
H 0.84912 2.03185 4.88943 -0.06 -0.28 -0.06
H -0.03752 -0.64791 -2.93412 -0.13 0.13 0.01
H -2.00835 -1.31365 -2.76415 0.45 -0.02 -0.72
H 2.06991 4.78762 2.86874 0.03 0.03 0.07
H 2.98611 -4.90638 2.51472 -0.18 0.27 -0.05
H -6.77476 1.99783 1.14222 -0.51 0.11 -0.21
H 5.50000 2.44991 -2.79074 -0.72 0.94 0.25
H 2.36281 4.61119 0.43397 0.01 0.81 0.81
H -1.45157 2.39867 -2.92430 0.60 0.61 0.37
H -4.41790 2.48336 0.90465 1.19 0.36 -0.62
H 4.31761 2.66283 0.61275 -0.21 -0.43 0.54
H 3.26283 0.38687 -0.65033 1.92 2.01 -1.68
H 2.05768 -6.24143 1.83305 -0.17 0.10 -0.11
H -1.82835 -2.91200 0.48517 -0.68 0.41 0.10
H 3.82763 3.54084 -0.73854 0.55 -0.42 -0.98
H 0.81502 0.80321 -3.56529 0.49 -0.56 -0.16
H 0.69767 -3.66878 -0.41351 0.91 -0.26 0.16
H -7.30191 0.68904 0.00255 0.30 -0.38 0.61
H -4.64364 1.67563 2.29735 0.00 -0.61 0.68
H 1.74473 2.54676 -0.74621 -0.73 0.74 0.03
H -1.47004 2.62512 -0.33988 -0.23 0.11 0.51
H 5.29109 0.94096 -3.39039 -0.51 -0.79 0.23
H 4.86932 1.08437 -1.01944 0.22 -0.72 0.39
H -3.02743 -0.27010 1.63730 -0.65 -0.25 -0.05
H -0.65770 -4.32565 -0.83109 -0.66 -0.58 0.37
H 2.37668 2.80169 5.08695 0.03 0.65 0.13
H 1.73165 -5.71140 3.50365 0.60 -0.40 0.02
H -2.87525 -2.39638 -1.79895 -0.55 -0.27 0.15
H -3.08733 2.42547 -1.08787 0.11 0.10 0.13
H -2.82745 -4.61110 -3.20730 -0.60 0.49 0.14
H -3.08791 0.17731 -0.55569 -0.39 0.03 -0.67
H -1.49040 -4.60543 -4.21494 -0.02 0.52 -0.62
H -1.33091 -0.71746 -0.60253 -2.68 -3.73 -2.87
H 1.42078 -0.04562 -2.08266 -1.48 1.84 -5.04
H -2.64765 -3.16548 -4.31282 0.18 -0.14 -0.01
H -1.76624 0.75838 -2.72779 -1.06 -0.07 0.17
H -6.39185 1.97366 -0.62883 0.23 0.51 0.12
H 0.08546 -5.90771 0.82656 0.49 0.21 -0.18
H 0.05147 -1.61544 -1.17419 -2.92 -4.65 -6.04
H -1.00124 -5.03058 1.83461 -0.23 0.27 -0.12
H 4.41235 2.12235 -4.23659 -0.38 0.55 0.51
H -2.34977 1.27203 1.96462 0.26 0.49 0.03
H 0.76958 3.72260 4.93319 0.57 0.52 -0.20
```
Positions in Å, forces in eV/Å.

Among the records above, which one has the lowest relative energy (zero: lowest compared OMol25 entry of this formula, charge and spin)?
C30H31Si